This record from the OMol25 dataset describes a structure of composition C4H8OS at a distorted geometry. The level of theory is the ωB97M-V functional and the def2-TZVPD basis.

Results
LUMO energy: 0.04 eV
charge: 0
HOMO energy: -8.85 eV
relative energy (zero: lowest compared OMol25 entry of this formula, charge and spin): 363.3 kJ/mol

Element x y z (Å)
C: 0.917 0.072 -0.354
C: 1.394 1.065 0.600
C: -1.699 -0.088 0.431
C: -0.624 -1.055 0.183
O: 0.670 -1.199 -2.559
S: 1.558 -0.248 -1.884
H: 1.784 0.736 1.586
H: 0.778 2.049 0.602
H: 2.204 1.494 0.100
H: -1.423 0.805 0.933
H: -2.681 -0.517 0.722
H: -1.944 0.215 -0.477
H: -0.302 -1.850 0.899
H: -0.631 -1.478 -0.782